No. 1
C4H3LiO2Sm as an isolated structure in a non-equilibrium geometry, computed with ωB97M-V/def2-TZVPD.

Computed properties:
- total charge = +1
- ⟨S²⟩ = 15.756
- HOMO (spin up / spin down) (eV) = -9.25 / -11.98
- HOMO-LUMO gap (spin up / spin down) (hartree) = 0.20750 / 0.29629
- 2S+1 = 8

XYZ file:
```
11
Properties=species:S:1:pos:R:3:forces:R:3
Sm 2.9831 0.0082 -0.2756 -1.011 -0.143 0.113
O 0.5279 -0.4085 -0.1137 0.908 -0.233 -0.653
C -0.4903 0.1723 0.5901 -1.754 0.530 -0.124
H -0.0031 -0.4307 2.7870 -0.169 0.542 -0.064
H -0.6666 1.2252 0.3154 0.192 -0.155 0.393
C -2.0574 -0.5556 1.9713 0.012 1.776 1.095
C -0.7252 -0.1571 2.0132 -1.178 -1.673 -0.058
C -2.1447 -0.5337 0.5517 3.379 -0.360 -1.373
O -2.5413 -1.1678 -0.3965 -0.285 0.153 0.052
Li -0.4259 -1.2292 -1.5276 -0.451 0.098 0.559
H -2.8524 -0.5596 2.7147 0.357 -0.536 0.059
```
Positions in Å, forces in eV/Å.

=====

No. 2
A 2-piece molecular cluster, C4H3N overall in a non-equilibrium geometry, computed with ωB97M-V/def2-TZVPD.

Computed properties:
- HOMO (eV) = -9.46
- HOMO-LUMO gap (hartree) = 0.31877
- 2S+1 = 1

XYZ file:
```
8
Properties=species:S:1:pos:R:3:forces:R:3
C 0.7660 -2.7974 -0.8633 -1.044 3.031 0.065
C 0.7415 0.2421 0.3701 -1.524 -1.033 -1.231
C -0.5605 0.0729 0.5685 1.178 -0.731 -1.711
C -0.0176 -0.3639 -0.6958 1.143 0.380 2.837
N 0.8856 -3.9384 -0.8162 0.243 -1.205 0.043
H 1.6895 0.5511 0.7360 0.455 0.206 0.089
H -1.4184 0.1941 1.1801 -0.452 -0.063 0.348
H -0.1699 -0.1960 -1.7373 0.000 -0.584 -0.440
```
Positions in Å, forces in eV/Å.

=====

No. 3
An isolated ion of composition C4H3N2 and charge +1 in a non-equilibrium geometry, computed with ωB97M-V/def2-TZVPD.

Computed properties:
- SMILES = C=N/C=C1\C#[N+]1
- total charge = +1
- HOMO (eV) = -14.80
- HOMO-LUMO gap (hartree) = 0.31704
- 2S+1 = 1

XYZ file:
```
9
Properties=species:S:1:pos:R:3:forces:R:3
C 0.2993 -0.8208 1.8005 -4.324 2.356 1.970
N 0.4185 -0.4122 0.6491 -0.174 0.285 -1.366
C 0.3528 0.4230 -0.3300 1.346 -1.721 0.262
C -0.2948 0.3402 -1.5397 -2.740 2.133 -0.208
C -1.6232 1.0340 -2.2214 3.288 -1.732 0.760
N -0.5873 0.3598 -2.8099 -0.892 0.091 -0.119
H 0.7947 -1.6186 2.2115 1.621 -1.946 0.600
H -0.5754 -0.3713 2.4906 2.034 -0.747 -1.449
H 1.2156 1.0658 -0.2508 -0.158 1.282 -0.450
```
Positions in Å, forces in eV/Å.

=====

Energy above the lowest of the compared OMol25 structures with the same formula, charge and spin values (in eV) by entry order: 0.0000 3.9640 3.0236.